No. 1
# C14H19NO2S

A single C14H19NO2S molecule (ωB97M-V/def2-TZVPD, OMol25).

```
! RIJCOSX wB97M-V def2-TZVPD def2/J DEFGRID3
* xyz 0 1
S -0.739 0.081 -0.940
O -0.208 -0.845 1.454
O -2.384 -2.235 -2.501
N 0.777 1.314 0.983
C 2.463 4.377 -0.321
C -3.063 -3.354 1.072
C 1.857 3.524 0.802
C -1.785 -2.758 1.671
C 3.572 3.689 -1.139
C -3.408 -4.618 1.610
C 2.361 1.516 -0.875
C -1.574 -1.417 -0.451
C 3.001 2.547 -1.831
C -2.969 -3.580 -0.604
C -2.375 -2.346 -1.310
C 1.263 2.248 -0.015
C 0.065 0.267 0.639
C -1.255 -1.589 0.870
H 0.507 2.619 -0.741
H 2.621 3.288 1.504
H -2.275 -4.397 -0.922
H 1.028 4.097 1.302
H 2.842 5.282 0.133
H 3.799 4.556 -1.887
H 3.809 2.022 -2.325
H -3.934 -3.623 -0.997
H -2.698 -5.437 1.330
H 1.799 4.944 -1.028
H -4.383 -4.911 1.174
H -3.939 -2.748 1.242
H 1.841 0.846 -1.575
H -1.009 -3.441 1.614
H 3.110 1.017 -0.295
H -3.522 -4.685 2.715
H 4.450 3.453 -0.552
H -1.869 -2.550 2.699
H 2.226 2.848 -2.503
*
```

Its SMILES is C[C@@H]1CC(=O)c2s/c(=N\C3CCCCC3)oc2C1. As for the LUMO energy: 0.37 eV. Its total energy is -1148.21446 a.u. The value obtained for the HOMO energy is -8.27 eV. For the energy above the lowest of the compared OMol25 structures with the same formula, charge and spin, the calculation gives 293.2 kJ/mol.


No. 2
# C14H19NO4S

A single C14H19NO4S molecule (ωB97M-V/def2-TZVPD, OMol25).

```
! RIJCOSX wB97M-V def2-TZVPD def2/J DEFGRID3
* xyz 0 1
S 0.265 -2.536 -0.059
O 0.463 -3.743 0.686
O 5.668 1.257 -1.185
O -0.231 -2.631 -1.404
O 5.966 0.924 0.999
N -0.676 -1.545 0.892
C 1.777 -1.579 -0.076
C -2.608 -0.802 -0.429
C 2.475 -1.435 1.109
C 3.360 -0.224 -1.241
C -1.290 -0.397 0.238
C 3.630 -0.676 1.120
C -2.813 1.690 -1.072
C -1.401 0.750 1.272
C 5.318 0.739 0.001
C 2.204 -0.985 -1.247
C -3.303 2.164 0.294
C 4.073 -0.068 -0.055
C -3.159 0.242 -1.410
C -2.804 1.322 1.474
H -0.726 1.560 0.995
H -4.395 2.176 0.304
H -1.305 -2.073 1.478
H 2.106 -1.927 1.993
H -2.415 -1.726 -0.977
H -2.966 3.196 0.425
H -2.786 1.953 2.366
H -3.260 2.333 -1.835
H -0.578 -0.123 -0.547
H 1.627 -1.138 -2.146
H -1.050 0.354 2.227
H 6.488 1.767 -1.091
H -4.244 0.134 -1.466
H -1.732 1.826 -1.134
H -3.503 0.512 1.680
H 4.207 -0.540 2.022
H 3.716 0.248 -2.144
H -3.343 -1.031 0.344
H -2.758 0.032 -2.403
*
```

Its SMILES is O=C(O)c1ccc(S(=O)(=O)NC2CCCCCC2)cc1. As for the LUMO energy: -0.21 eV. Its total energy is -1298.79755 a.u. The value obtained for the HOMO energy is -9.83 eV. For the energy above the lowest of the compared OMol25 structures with the same formula, charge and spin, the calculation gives 58.8 kJ/mol.


No. 3
# C14H20Cl3NO3Pb

A molecular structure, C14H20Cl3NO3Pb (ωB97M-V/def2-TZVPD, OMol25).

```
! RIJCOSX wB97M-V def2-TZVPD def2/J DEFGRID3
* xyz -2 1
Pb 1.415 -1.737 0.054
Cl 0.502 -0.373 2.018
Cl 3.886 -1.004 0.377
Cl 0.777 -0.556 -2.068
O -2.018 -0.689 -2.665
O -2.772 -2.114 -0.059
O 0.973 -4.750 -0.061
N -0.698 -3.158 -0.081
C -0.219 -4.441 -0.005
C 0.242 2.649 1.018
C 1.015 2.783 -0.171
C -1.056 2.200 0.650
C -2.614 -4.564 -0.147
C 0.510 2.817 -2.677
C -1.403 -5.421 0.152
C -1.100 2.081 -0.766
C -2.085 -3.119 -0.084
C -2.175 2.031 1.590
C -2.305 1.776 -1.542
C 0.154 2.536 -1.280
C 2.428 3.173 -0.234
C 0.705 2.991 2.366
H -2.572 -1.482 -2.462
H -1.450 -5.757 1.198
H -2.997 -4.765 -1.156
H -1.310 -6.293 -0.499
H -3.441 -4.705 0.551
H 1.703 2.586 2.556
H 0.622 3.902 -2.841
H -1.931 1.310 2.382
H 2.599 4.261 -0.242
H -2.910 2.688 -1.709
H -2.047 1.302 -2.505
H 2.956 2.757 0.627
H 0.746 4.081 2.518
H 2.883 2.754 -1.134
H -0.261 2.428 -3.350
H 1.457 2.326 -2.928
H -2.914 1.040 -1.005
H -3.069 1.678 1.064
H -2.397 3.005 2.057
H 0.029 2.578 3.118
*
```

As for the LUMO energy (spin up / spin down): 4.31 / 4.90 eV. Its total energy is -2399.43570 a.u. The value obtained for the HOMO energy (spin up / spin down) is -0.91 / -0.91 eV. For the energy above the lowest of the compared OMol25 structures with the same formula, charge and spin, the calculation gives 218.6 kJ/mol.


No. 4
# C14H20F3N

A single C14H20F3N molecule (ωB97M-V/def2-TZVPD, OMol25).

```
! RIJCOSX wB97M-V def2-TZVPD def2/J DEFGRID3
* xyz 0 1
F 5.498 0.666 -0.045
F 4.642 -0.831 -1.330
F 4.692 -1.140 0.797
N -1.690 1.294 0.674
C -0.689 2.321 0.428
C -2.592 -0.910 0.090
C 1.208 1.466 -1.001
C 2.425 0.824 -1.146
C 3.143 0.457 -0.016
C 2.653 0.742 1.253
C 4.478 -0.212 -0.151
C -0.934 -2.579 -0.865
C -1.624 -2.064 0.397
C 1.432 1.374 1.383
C 0.695 1.745 0.262
C -0.582 -1.713 1.457
C -2.931 1.080 -1.403
C -1.963 0.388 -0.438
H -3.134 0.439 -2.258
H -2.514 2.014 -1.770
H -1.666 -2.815 -1.634
H -1.060 -1.356 2.368
H 0.106 -0.954 1.092
H -3.863 1.300 -0.891
H 0.657 1.762 -1.881
H -0.977 2.880 -0.465
H -0.241 -1.842 -1.263
H 0.003 -2.595 1.709
H -3.161 -0.666 0.990
H -0.369 -3.481 -0.641
H -2.240 -2.881 0.794
H -1.042 0.143 -0.991
H 1.044 1.587 2.369
H 3.222 0.460 2.125
H -3.305 -1.275 -0.651
H 2.815 0.604 -2.128
H -0.710 3.003 1.282
H -1.425 0.763 1.495
*
```

Its SMILES is CC(C)C[C@@H](C)NCc1ccc(C(F)(F)F)cc1. As for the LUMO energy: 0.77 eV. Its total energy is -899.84636 a.u. The value obtained for the HOMO energy is -8.93 eV. For the energy above the lowest of the compared OMol25 structures with the same formula, charge and spin, the calculation gives 0.0 kJ/mol.


No. 5
# C14H20F3NPtS4

A molecular structure, C14H20F3NPtS4 (ωB97M-V/def2-TZVPD, OMol25).

```
! RIJCOSX wB97M-V def2-TZVPD def2/J DEFGRID3
* xyz 2 1
Pt -0.638 0.277 0.265
S 0.749 1.703 1.455
S -2.145 1.905 0.284
S 1.365 0.421 -1.828
S -1.948 -0.777 -1.321
F 1.713 -6.037 2.143
F 1.680 -5.074 4.085
F 3.406 -4.852 2.791
N 0.346 -1.497 0.947
C 1.344 -2.177 0.361
C 2.093 2.062 0.268
C -0.033 0.663 -2.959
C 1.921 -3.287 0.942
C -0.105 -1.924 2.140
C 0.423 -3.025 2.783
C 1.772 2.082 -1.223
C -1.185 3.442 0.326
C 2.074 -4.943 2.820
C -1.007 -0.509 -2.874
C -3.350 0.377 -1.521
C -2.987 1.836 -1.320
C 1.456 -3.715 2.175
C -0.200 3.272 1.474
H -0.481 -1.452 -3.034
H 0.526 4.085 1.498
H -0.506 1.619 -2.746
H 2.724 -3.803 0.433
H -0.717 3.263 2.434
H 2.849 1.306 0.489
H 0.029 -3.328 3.743
H 1.683 -1.820 -0.597
H 0.345 0.696 -3.981
H -1.869 4.266 0.533
H -0.916 -1.362 2.582
H 2.509 3.020 0.586
H 2.662 2.431 -1.746
H -4.083 0.045 -0.783
H 0.961 2.765 -1.465
H -2.342 2.223 -2.104
H -3.886 2.451 -1.255
H -0.699 3.607 -0.632
H -3.774 0.204 -2.510
H -1.761 -0.439 -3.660
*
```

As for the LUMO energy: -6.89 eV. Its total energy is -2611.40885 a.u. The value obtained for the HOMO energy is -14.82 eV. For the energy above the lowest of the compared OMol25 structures with the same formula, charge and spin, the calculation gives 0.0 kJ/mol.


No. 6
# C14H20IN3O3RhS2

A molecular structure, C14H20IN3O3RhS2 (ωB97M-V/def2-TZVPD, OMol25).

```
! RIJCOSX wB97M-V def2-TZVPD def2/J DEFGRID3
* xyz 1 5
I 3.478 1.016 -1.571
Rh 0.799 1.265 -0.808
S 1.126 3.305 0.386
S -1.751 2.731 -2.273
O -0.139 -0.153 0.536
O -2.849 2.549 -1.326
O 0.921 -0.801 -2.115
N -0.553 1.870 -2.130
N 1.602 -2.143 -3.780
N -2.356 -0.034 0.124
C 3.223 3.831 3.723
C -3.702 -1.623 -1.214
C 3.239 -0.670 -2.832
C 2.428 1.545 3.750
C -1.281 -0.681 0.545
C 2.590 4.042 2.516
C -1.444 -2.079 1.080
C 1.802 1.735 2.534
C 1.808 -1.185 -2.862
C 3.143 2.586 4.341
C -2.449 -2.501 -1.284
C 1.883 2.990 1.901
C -2.057 -3.094 0.072
C -3.662 -0.674 -0.016
H -1.612 -1.912 -1.674
H -2.617 -3.308 -1.998
H -1.331 -3.890 -0.089
H 3.574 -0.371 -3.820
H -2.933 -3.563 0.524
H 3.772 4.637 4.193
H -0.454 -2.397 1.396
H -2.245 0.892 -0.279
H 2.635 5.007 2.028
H 2.328 -2.466 -4.395
H -3.800 -1.050 -2.138
H -4.404 0.115 -0.110
H -3.882 -1.218 0.904
H 2.362 0.585 4.244
H 0.685 -2.552 -3.858
H 3.901 -1.436 -2.437
H 3.636 2.426 5.291
H 1.244 0.933 2.068
H -4.595 -2.244 -1.121
H -2.063 -2.011 1.978
*
```

As for the LUMO energy (spin up / spin down): -2.80 / -5.33 eV. Its total energy is -2139.84039 a.u. The value obtained for the HOMO energy (spin up / spin down) is -11.13 / -12.03 eV. For the energy above the lowest of the compared OMol25 structures with the same formula, charge and spin, the calculation gives 24.3 kJ/mol.


No. 7
# C14H20N2O

2 unconnected molecules or ions with the total composition C14H20N2O (ωB97M-V/def2-TZVPD, OMol25).

```
! RIJCOSX wB97M-V def2-TZVPD def2/J DEFGRID3
* xyz -1 2
O -0.611 -2.788 -0.562
N 1.142 3.269 1.278
N -1.192 -2.408 -2.771
C 1.558 2.191 2.017
C -2.074 2.208 2.627
C 2.871 1.750 2.209
C -0.686 2.281 2.095
C -2.584 -2.742 -2.473
C -0.235 3.279 1.288
C 0.643 0.310 3.242
C -0.331 -2.576 -1.741
C 1.950 -0.091 3.432
C 0.426 1.482 2.504
C -0.458 -0.037 -2.957
C -0.917 -1.277 -3.721
C 3.067 0.589 2.939
C 1.212 -2.681 -1.869
H -2.683 3.106 2.482
H -1.271 0.351 -2.352
H -0.207 -1.714 -4.401
H -2.944 -2.074 -1.676
H 0.406 -0.353 -2.380
H -2.710 1.411 2.210
H 1.707 -2.898 -0.932
H 1.639 -1.789 -2.344
H 4.107 0.369 3.137
H 1.734 3.936 0.808
H 1.504 -3.487 -2.563
H 3.627 2.354 1.713
H -0.789 3.958 0.661
H -0.097 -0.318 3.719
H -3.268 -2.582 -3.284
H -2.495 -3.785 -2.190
H -0.134 0.761 -3.630
H 2.135 -1.086 3.842
H -1.909 -0.964 -4.064
H -2.135 2.047 3.706
*
```

As for the LUMO energy (spin up / spin down): 3.17 / 3.13 eV. Its total energy is -730.13964 a.u. The value obtained for the HOMO energy (spin up / spin down) is 1.07 / -4.76 eV. For the energy above the lowest of the compared OMol25 structures with the same formula, charge and spin, the calculation gives 56.5 kJ/mol.


No. 8
# C14H20N2O2S

A single C14H20N2O2S molecule (ωB97M-V/def2-TZVPD, OMol25).

```
! RIJCOSX wB97M-V def2-TZVPD def2/J DEFGRID3
* xyz 0 1
S 4.788 0.524 0.178
O 4.702 1.493 1.234
O 5.665 -0.596 0.350
N 0.549 -0.977 -0.165
N 3.263 -0.056 -0.229
C -4.244 0.580 1.172
C -5.560 0.989 1.083
C -0.026 -1.053 1.166
C -6.266 0.827 -0.098
C 1.667 -1.866 -0.404
C -4.325 -0.152 -1.106
C 5.246 1.372 -1.353
C -3.601 -0.003 0.079
C -1.447 -0.571 1.194
C -5.642 0.254 -1.194
C -2.217 -0.453 0.116
C 2.198 0.883 0.056
C 0.894 0.370 -0.575
C 2.963 -1.387 0.262
H 2.851 -1.388 1.356
H -0.016 -2.104 1.479
H 4.587 2.217 -1.495
H 5.151 0.654 -2.155
H 1.414 -2.867 -0.050
H 2.471 1.847 -0.373
H -6.185 0.127 -2.119
H -7.296 1.147 -0.164
H 3.806 -2.026 0.001
H -1.792 -0.729 -0.841
H 2.082 1.019 1.140
H 1.013 0.361 -1.663
H -3.842 -0.598 -1.965
H 0.550 -0.491 1.919
H 6.271 1.702 -1.250
H 1.825 -1.908 -1.486
H -3.707 0.724 2.097
H -1.821 -0.346 2.183
H 0.071 1.039 -0.317
H -6.040 1.440 1.939
*
```

Its SMILES is CS(=O)(=O)N1CCN(C/C=C/c2ccccc2)CC1. As for the LUMO energy: 0.69 eV. Its total energy is -1203.61132 a.u. The value obtained for the HOMO energy is -8.41 eV. For the energy above the lowest of the compared OMol25 structures with the same formula, charge and spin, the calculation gives 251.0 kJ/mol.